1.
The following is a quantum chemistry calculation of C34H32FN3O4S3Y as an isolated structure, from OMol25.

Output
* energy above the lowest of the compared OMol25 structures with the same formula, charge and spin: 0.396 eV
* HOMO level: -0.2939 hartree
* net charge: +1
* LUMO energy: -3.4 eV
* strongest force on any atom: 1.77 eV/Å
* 2S+1: 1

XYZ file:
```
78
C34H32FN3O4S3Y (ωB97M-V/def2-TZVPD)
Y 0.335 -3.205 -0.611
C 5.011 2.906 -0.225
C 3.967 2.908 0.890
N 2.867 2.005 0.583
C 2.997 0.716 0.965
C 2.127 -0.280 0.656
C 2.469 -1.678 1.193
O 3.119 -1.725 2.221
O 2.062 -2.663 0.501
C 0.950 -0.007 -0.109
O 0.074 -0.865 -0.387
C 0.816 1.388 -0.526
C -0.279 1.761 -1.313
C -0.450 3.072 -1.686
F -1.542 3.421 -2.409
C 0.460 4.067 -1.306
C 1.573 3.690 -0.572
C 1.776 2.367 -0.167
N 0.314 5.447 -1.597
C 0.020 6.292 -0.458
C 0.448 7.722 -0.779
N -0.289 8.175 -1.989
C -0.023 7.269 -3.142
C -0.442 5.848 -2.764
H 5.851 3.540 0.047
H 4.586 3.264 -1.161
H 5.382 1.896 -0.377
H 3.597 3.918 1.074
H 4.430 2.558 1.815
H 3.849 0.463 1.580
H -0.992 1.000 -1.598
H 2.289 4.456 -0.325
H 0.578 5.929 0.405
H -1.053 6.273 -0.197
H 1.516 7.746 -0.997
H 0.230 8.384 0.062
H -0.032 9.141 -2.220
H -1.296 8.144 -1.783
H 1.045 7.302 -3.363
H -0.586 7.613 -4.012
H -0.204 5.180 -3.592
H -1.533 5.823 -2.606
S -2.036 -3.071 -1.554
C -1.787 -3.656 -3.204
C -2.938 -3.900 -3.959
C -2.863 -4.329 -5.266
C -1.623 -4.506 -5.865
C -0.476 -4.273 -5.138
C -0.531 -3.861 -3.805
S 1.034 -3.620 -3.022
H -3.898 -3.743 -3.491
H -3.767 -4.525 -5.821
H -1.557 -4.828 -6.893
H 0.497 -4.408 -5.586
O -0.468 -4.864 0.768
S -1.757 -4.448 1.424
C -2.008 -5.593 2.809
C -0.956 -6.206 3.462
C -1.220 -7.078 4.506
C -2.528 -7.342 4.882
C -3.577 -6.723 4.222
C -3.319 -5.841 3.185
C -1.232 -3.062 2.465
C 0.070 -3.032 2.941
C 0.470 -1.994 3.766
C -0.432 -0.999 4.109
C -1.733 -1.035 3.626
C -2.138 -2.066 2.792
H 0.056 -6.013 3.145
H -0.401 -7.556 5.021
H -2.725 -8.035 5.686
H -4.594 -6.938 4.511
H -4.129 -5.353 2.663
H 0.765 -3.825 2.702
H 1.487 -1.973 4.125
H -0.124 -0.199 4.765
H -2.435 -0.262 3.904
H -3.145 -2.105 2.406
```



2.
The following is a quantum chemistry calculation of C34H32N4O4ReS4Sb as an isolated structure, from OMol25.

Output
* energy above the lowest of the compared OMol25 structures with the same formula, charge and spin: 0.724 eV
* expectation value of S²: 0.78
* HOMO level (alpha / beta): -0.3768 / -0.3789 hartree
* net charge: +1
* LUMO energy (alpha / beta): -4.7 / -4.2 eV
* strongest force on any atom: 0.53 eV/Å
* 2S+1: 2

XYZ file:
```
80
C34H32N4O4ReS4Sb (ωB97M-V/def2-TZVPD)
Re 0.331 -1.388 0.625
S 0.009 0.753 0.951
C -1.134 0.810 2.269
C -1.907 1.951 2.479
C -2.801 1.987 3.531
C -3.608 3.159 3.736
N -4.257 4.095 3.886
C -2.913 0.874 4.390
C -2.144 -0.255 4.177
C -1.252 -0.305 3.105
S -0.264 -1.722 2.809
C -3.832 0.901 5.497
N -4.570 0.918 6.376
H -1.828 2.799 1.811
H -2.244 -1.104 4.841
C -2.741 -4.063 0.056
S -1.545 -2.991 -0.631
O -1.700 -2.961 -2.049
O -1.699 -1.657 0.057
O -0.168 -3.392 -0.184
H -2.656 -5.021 -0.453
H -3.712 -3.612 -0.150
H -2.563 -4.154 1.125
C -5.126 5.218 -1.364
C -3.856 5.113 -0.818
C -3.131 3.940 -0.977
C -3.664 2.866 -1.688
C -4.939 2.982 -2.237
C -5.667 4.154 -2.072
Sb -2.450 1.111 -1.832
C -3.936 -0.289 -2.453
C -5.006 -0.493 -1.579
C -5.950 -1.479 -1.829
C -5.830 -2.284 -2.955
C -4.765 -2.097 -3.824
C -3.822 -1.108 -3.571
C -1.526 1.574 -3.712
C -2.158 1.558 -4.953
C -1.456 1.879 -6.108
C -0.118 2.243 -6.035
C 0.516 2.294 -4.802
C -0.184 1.953 -3.651
H -5.698 6.128 -1.234
H -3.433 5.941 -0.263
H -2.137 3.869 -0.543
H -5.373 2.156 -2.788
H -6.659 4.236 -2.498
H -5.116 0.129 -0.696
H -6.782 -1.615 -1.149
H -6.569 -3.049 -3.157
H -4.666 -2.722 -4.703
H -2.989 -0.989 -4.255
H -3.210 1.306 -5.027
H -1.960 1.859 -7.066
H 0.422 2.505 -6.936
H 1.552 2.607 -4.736
H 0.324 1.982 -2.691
C 2.851 -1.099 -3.038
S 1.374 -1.956 -2.511
C 0.376 -1.657 -3.958
O 0.781 -0.995 -1.449
H 3.203 -1.574 -3.954
H 3.604 -1.203 -2.259
H 2.607 -0.052 -3.210
H 0.815 -2.226 -4.779
H 0.357 -0.589 -4.175
H -0.619 -2.031 -3.731
N 3.276 0.245 0.273
C 3.457 -1.017 0.732
C 4.761 -1.514 0.924
C 4.946 -2.800 1.347
C 3.832 -3.616 1.586
C 2.596 -3.085 1.383
N 2.388 -1.807 0.957
H 4.052 0.881 0.342
H 2.360 0.659 0.327
H 5.600 -0.859 0.734
H 5.947 -3.180 1.500
H 3.934 -4.635 1.927
H 1.701 -3.671 1.553
```



3.
The following is a quantum chemistry calculation of C34H33Br4CdN8O4S2 as an isolated structure, from OMol25.

Output
* energy above the lowest of the compared OMol25 structures with the same formula, charge and spin: 0.065 eV
* HOMO level: -0.1413 hartree
* net charge: -1
* LUMO energy: 2.2 eV
* strongest force on any atom: 0.19 eV/Å
* 2S+1: 1

XYZ file:
```
86
C34H33Br4CdN8O4S2 (ωB97M-V/def2-TZVPD)
Cd 0.747 0.143 0.132
Br 3.227 6.837 0.595
C 3.137 4.946 0.632
C 4.149 4.202 1.205
Br 5.660 5.047 1.972
C 4.049 2.799 1.214
Br 5.395 1.716 2.003
C 2.977 2.117 0.650
O 2.872 0.822 0.629
C 1.910 2.898 0.059
O 0.889 2.281 -0.447
C 2.031 4.285 0.073
Br 0.582 5.246 -0.695
C 0.299 -2.067 4.333
N -0.858 -1.400 3.772
C -2.163 -1.857 3.797
C -2.914 -0.952 3.147
N -2.066 0.062 2.729
C -0.782 -0.208 3.125
S 0.600 0.716 2.955
C -2.464 1.138 1.889
C -3.666 1.784 2.135
C -4.040 2.786 1.255
C -3.200 3.107 0.201
C -2.011 2.406 0.061
N -1.659 1.424 0.887
H 0.030 -3.101 4.542
H 0.621 -1.572 5.250
H 1.118 -2.025 3.617
H -2.435 -2.787 4.263
H -3.962 -0.947 2.913
H -4.276 1.522 2.989
H -4.971 3.318 1.403
H -3.448 3.893 -0.498
H -1.301 2.632 -0.723
C -1.558 4.525 -6.122
C -1.180 3.298 -5.337
C -0.556 3.405 -4.097
C -0.211 2.278 -3.366
C -0.498 1.023 -3.884
C -1.112 0.890 -5.121
C -1.449 2.027 -5.840
S -0.058 -0.423 -2.943
O -0.493 -1.556 -3.731
O 1.344 -0.289 -2.627
N -0.807 -0.364 -1.530
C -2.123 -0.751 -1.416
C -3.082 -0.555 -2.433
C -4.375 -0.974 -2.233
C -4.721 -1.590 -1.033
C -3.724 -1.730 -0.089
N -2.465 -1.322 -0.251
H -1.207 5.430 -5.626
H -2.642 4.602 -6.233
H -1.128 4.500 -7.125
H -0.323 4.383 -3.691
H 0.289 2.372 -2.404
H -1.317 -0.103 -5.501
H -1.926 1.925 -6.809
H -2.799 -0.072 -3.355
H -5.116 -0.823 -3.009
H -5.723 -1.948 -0.839
H -3.936 -2.214 0.860
C 4.371 -3.251 3.104
C 4.411 -1.882 2.460
N 3.107 -1.557 1.920
C 2.304 -2.462 1.308
N 1.297 -2.045 0.595
C 0.457 -3.011 -0.108
C 0.387 -4.342 0.614
C 1.798 -4.821 0.867
N 2.547 -3.800 1.577
C 3.835 -4.235 2.087
H 3.712 -3.230 3.976
H 5.366 -3.554 3.434
H 5.180 -1.861 1.677
H 4.673 -1.107 3.180
H 3.023 -0.591 1.568
H 0.842 -3.154 -1.124
H -0.538 -2.584 -0.205
H -0.161 -5.075 0.019
H -0.136 -4.218 1.567
H 2.286 -5.071 -0.086
H 1.810 -5.725 1.483
H 4.559 -4.360 1.268
H 3.690 -5.221 2.537
```